Here is a structure of composition C26H26DyN4O8S from the Open Molecules 2025 dataset. Energies are from ωB97M-V/def2-TZVPD.

The spin multiplicity is 6. The HOMO energy (alpha / beta) comes out at -4.93 / -4.93 eV. The orbital gap (alpha / beta) is 7.510 / 7.518 eV. As for the expectation value of S²: 9.332. Its charge is -1. The value obtained for the energy relative to the best compared isomer or geometry (same formula, charge and spin) is 0.0 kJ/mol.

Element x y z (Å)
Dy: 0.5884 0.4042 -0.1091
O: 1.4809 2.2981 -1.7926
C: 2.4712 3.0450 -1.1018
C: 2.3355 3.0057 0.4292
N: 2.4618 1.6634 1.0142
C: 3.7385 1.0240 0.6653
C: 3.7127 0.3885 -0.7632
O: 4.7678 0.2675 -1.3643
O: 2.5532 0.0499 -1.1803
C: 2.2604 1.7400 2.4709
C: 0.8862 1.1614 2.9343
O: 0.5091 1.3982 4.0729
O: 0.2930 0.4071 2.0957
H: 1.8766 1.4129 -1.9614
H: 2.3464 4.0885 -1.4128
H: 3.4750 2.7155 -1.4016
H: 1.3391 3.3876 0.6801
H: 3.1092 3.6822 0.8400
H: 3.9044 0.1734 1.3359
H: 4.5935 1.7145 0.7502
H: 2.3653 2.7621 2.8559
H: 3.0043 1.1258 2.9879
C: -0.7717 4.2839 2.4109
O: -1.2371 4.6981 1.1455
C: -2.2347 3.8750 0.6267
C: -3.5286 4.3345 0.6125
C: -4.5529 3.5698 0.0534
C: -4.2510 2.3441 -0.4830
C: -2.9428 1.8388 -0.4897
C: -2.7027 0.5837 -1.1304
N: -1.5480 0.0092 -1.2198
N: -1.5346 -1.1603 -1.9603
C: -0.4930 -1.9107 -1.6931
O: 0.3351 -1.6832 -0.7457
C: -0.3032 -3.1110 -2.5435
C: -1.3398 -3.6301 -3.3130
C: -1.1264 -4.7431 -4.1028
C: 0.1194 -5.3482 -4.1369
C: 1.1509 -4.8377 -3.3678
C: 0.9446 -3.7253 -2.5771
C: -1.8748 2.5939 0.0968
O: -0.6588 2.1845 0.1443
H: -1.5240 4.4878 3.1832
H: 0.1316 4.8601 2.6129
H: -0.5380 3.2176 2.4305
H: -3.7332 5.3093 1.0367
H: -5.5650 3.9492 0.0383
H: -5.0379 1.7432 -0.9205
H: -3.5614 0.0880 -1.5932
H: -2.3058 -3.1509 -3.2765
H: -1.9311 -5.1509 -4.6998
H: 0.2911 -6.2128 -4.7635
H: 2.1233 -5.3060 -3.3864
H: 1.7460 -3.3118 -1.9837
S: 2.2875 -2.0100 1.6868
C: 0.7828 -2.7140 1.7517
N: -0.1824 -2.1578 2.5470
C: -1.4356 -2.6343 2.6367
C: -1.7938 -3.7679 1.9748
C: -0.8411 -4.3913 1.1355
C: 0.4232 -3.8954 1.0460
H: 0.0280 -1.2190 2.9085
H: -2.1225 -2.0772 3.2560
H: -2.7900 -4.1641 2.0725
H: -1.1363 -5.2459 0.5436
H: 1.1620 -4.3274 0.3908

Here is a structure of composition C26H26F12N3O2SY from the Open Molecules 2025 dataset. Energies are from ωB97M-V/def2-TZVPD.

The HOMO energy comes out at -6.73 eV. The orbital gap is 6.786 eV. Its charge is 0. The value obtained for the energy relative to the best compared isomer or geometry (same formula, charge and spin) is 0.0 kJ/mol.

Element x y z (Å)
Y: -0.4105 0.0532 0.7608
C: -1.5196 1.4353 -5.9329
C: -1.5339 0.7786 -4.5812
C: -1.1787 -0.5521 -4.4090
C: -1.1876 -1.1195 -3.1548
C: -1.5568 -0.4115 -1.9995
N: -1.4986 -1.0917 -0.7559
C: -2.1676 -2.2917 -0.5328
C: -3.1086 -2.7493 -1.4707
C: -3.8120 -3.9286 -1.3327
C: -3.6355 -4.7346 -0.2199
C: -4.3755 -6.0293 -0.0398
C: -2.7619 -4.2673 0.7501
C: -2.0303 -3.0854 0.6574
C: -1.2054 -2.6713 1.9033
O: -0.1361 -1.8763 1.6310
C: -2.1348 -1.8166 2.8247
F: -2.4165 -0.6480 2.1338
F: -1.5328 -1.4106 3.9545
F: -3.2963 -2.3589 3.1454
C: -0.6708 -3.8690 2.7388
F: -1.6090 -4.4821 3.4874
F: 0.2752 -3.4467 3.5967
F: -0.1022 -4.7922 1.9559
C: -1.8850 0.9625 -2.1582
C: -1.8782 1.4998 -3.4503
C: -2.3215 1.8894 -0.9849
O: -1.5795 1.6942 0.1354
C: -3.8195 1.6066 -0.6950
F: -4.5835 1.7065 -1.7940
F: -4.3242 2.4502 0.2202
F: -3.9716 0.3683 -0.2124
C: -2.1677 3.4106 -1.3081
F: -3.0807 3.9099 -2.1620
F: -0.9497 3.6685 -1.8226
F: -2.2622 4.1343 -0.1808
H: -1.7126 0.7171 -6.7302
H: -0.5546 1.9034 -6.1411
H: -2.2795 2.2146 -5.9955
H: -0.8941 -1.1520 -5.2662
H: -0.9111 -2.1593 -3.0335
H: -3.2917 -2.1419 -2.3453
H: -4.5119 -4.2120 -2.1108
H: -4.9082 -6.3039 -0.9504
H: -5.1133 -5.9632 0.7631
H: -3.7009 -6.8513 0.2061
H: -2.6621 -4.8716 1.6410
H: -2.1632 2.5305 -3.5930
C: 2.6675 0.2902 2.4708
C: 1.5333 0.6203 3.4346
N: 0.4015 1.3195 2.8062
C: 0.5246 2.7582 2.5229
C: 1.5563 3.1539 1.4660
S: 1.5060 2.3351 -0.1687
C: 3.1193 1.5171 -0.2529
C: 3.0832 0.0187 0.0724
N: 2.1981 -0.2690 1.1955
H: 3.2530 1.1804 2.2536
H: 3.3528 -0.3993 2.9754
H: 1.1327 -0.3147 3.8317
H: 1.9345 1.1910 4.2815
H: -0.4019 1.1976 3.4161
H: -0.4600 3.0940 2.1939
H: 0.7862 3.3136 3.4336
H: 1.4124 4.2182 1.2772
H: 2.5720 3.0527 1.8443
H: 3.4832 1.6465 -1.2721
H: 3.8218 2.0543 0.3843
H: 2.7064 -0.5313 -0.7928
H: 4.1101 -0.3282 0.2476
H: 2.0499 -1.2711 1.2950

Here is an isolated molecule of C26H26FN3O3 from the Open Molecules 2025 dataset. Energies are from ωB97M-V/def2-TZVPD.

Its SMILES is CC(C)OC(=O)c1cc2c(ccn2C)n1CC(=O)N(Cc1ccccc1)c1ccc(F)cc1. The HOMO energy comes out at -7.57 eV. The orbital gap is 8.258 eV. Its charge is 0. The value obtained for the energy relative to the best compared isomer or geometry (same formula, charge and spin) is 22.6 kJ/mol.

Element x y z (Å)
C: 4.1637 -2.6816 0.3698
C: 3.6551 -2.7087 -1.0669
C: 3.4856 -4.1331 -1.5852
O: 2.4469 -1.9443 -1.2245
C: 1.3072 -2.3554 -0.6268
O: 1.2422 -3.2878 0.1447
C: 0.1377 -1.5933 -1.0281
C: -1.1636 -2.0469 -0.8101
C: -2.0035 -1.1019 -1.3989
C: -1.1939 -0.0953 -1.9589
C: -2.0389 0.8550 -2.5609
C: -3.3148 0.3934 -2.3397
N: -3.3089 -0.7848 -1.6458
C: -4.4564 -1.5300 -1.2172
N: 0.1124 -0.4016 -1.7335
C: 1.1852 0.5135 -2.0195
C: 0.8205 1.9120 -1.5079
O: 0.6596 2.8501 -2.2610
N: 0.6586 2.0105 -0.1699
C: 0.1766 3.2593 0.4148
C: -1.1637 3.0414 1.0610
C: -2.2839 2.8387 0.2638
C: -3.5089 2.5547 0.8382
C: -3.6285 2.4783 2.2163
C: -2.5186 2.6884 3.0165
C: -1.2899 2.9631 2.4411
C: 0.9707 0.9890 0.7674
C: 2.2843 0.8494 1.2011
C: 2.6010 -0.0769 2.1769
C: 1.5901 -0.8627 2.7018
F: 1.8954 -1.7545 3.6613
C: 0.2782 -0.7420 2.2825
C: -0.0306 0.1944 1.3134
H: 5.1143 -3.2048 0.4258
H: 4.3054 -1.6542 0.6960
H: 3.4498 -3.1684 1.0282
H: 4.3567 -2.1667 -1.7145
H: 4.4532 -4.6265 -1.6106
H: 3.0694 -4.1182 -2.5903
H: 2.8175 -4.6904 -0.9345
H: -1.4107 -2.9578 -0.3037
H: -1.7602 1.7441 -3.0896
H: -4.2447 0.8335 -2.6458
H: -4.6128 -1.4224 -0.1393
H: -5.3415 -1.1689 -1.7389
H: -4.3188 -2.5893 -1.4413
H: 2.1055 0.1571 -1.5583
H: 1.3331 0.5943 -3.1029
H: 0.9072 3.6154 1.1484
H: 0.1054 3.9751 -0.4082
H: -2.1869 2.8926 -0.8099
H: -4.3716 2.3931 0.2087
H: -4.5852 2.2570 2.6662
H: -2.6078 2.6318 4.0914
H: -0.4228 3.1156 3.0682
H: 3.0542 1.4768 0.7758
H: 3.6099 -0.1885 2.5419
H: -0.4814 -1.3763 2.7087
H: -1.0487 0.3096 0.9774

Here is a cluster of 3 separate species, C26H26O3 in total from the Open Molecules 2025 dataset. Energies are from ωB97M-V/def2-TZVPD.

Its SMILES is CCCCOc1ccc2c(c1)C(=O)C=CC2=O.c1ccccc1.c1ccccc1. The HOMO energy comes out at -9.37 eV. The orbital gap is 8.494 eV. Its charge is 0. The value obtained for the energy relative to the best compared isomer or geometry (same formula, charge and spin) is 0.0 kJ/mol.

Element x y z (Å)
C: -3.0546 -2.1215 -0.4208
C: -2.5224 -2.3556 1.0507
C: -1.5096 -3.6033 1.0937
C: -0.0408 -3.0340 1.2781
O: 0.3986 -3.0769 2.6674
C: 0.6380 -1.7579 3.0919
C: -0.2800 -1.0770 4.0011
C: -0.0449 0.3272 4.4187
C: 1.1270 1.0260 3.9104
C: 2.0778 0.3268 2.9995
C: 1.8460 -1.0689 2.5934
C: 3.3129 1.1407 2.4754
O: 4.4158 0.6682 2.3340
C: 3.0045 2.6562 2.1913
C: 2.1510 3.2933 3.0451
C: 1.4704 2.5227 4.2346
O: 1.2157 3.0456 5.2927
H: -2.2406 -2.2732 -1.1841
H: -3.4256 -1.0649 -0.5649
H: -3.9323 -2.8019 -0.6005
H: -3.4247 -2.5703 1.6967
H: -2.0165 -1.4109 1.3905
H: -1.7493 -4.2839 1.9505
H: -1.6297 -4.1019 0.0875
H: -0.0233 -1.9902 0.8643
H: 0.6280 -3.6543 0.6114
H: -1.2139 -1.5456 4.3983
H: -0.7485 0.8544 5.1122
H: 2.5782 -1.5843 1.9188
H: 3.4820 3.1646 1.3149
H: 1.9435 4.3827 2.8800
C: 5.2999 0.3083 -3.1555
C: 5.6625 0.4090 -1.8175
C: 4.6844 0.5495 -0.8401
C: 3.3428 0.5935 -1.2022
C: 2.9806 0.5020 -2.5411
C: 3.9585 0.3578 -3.5175
H: 6.0626 0.1922 -3.9168
H: 6.7088 0.3771 -1.5359
H: 4.9663 0.6246 0.2021
H: 2.5783 0.7006 -0.4395
H: 1.9345 0.5422 -2.8238
H: 3.6760 0.2841 -4.5614
C: -3.2370 0.9149 -3.0841
C: -3.5128 2.2750 -3.0124
C: -4.8005 2.7372 -3.2558
C: -5.8121 1.8393 -3.5751
C: -5.5343 0.4800 -3.6556
C: -4.2475 0.0175 -3.4087
H: -2.2339 0.5538 -2.8877
H: -2.7233 2.9757 -2.7658
H: -5.0162 3.7977 -3.1966
H: -6.8170 2.1993 -3.7624
H: -6.3219 -0.2200 -3.9104
H: -4.0312 -1.0431 -3.4693